The following is a DFT calculation (ωB97M-V with the def2-TZVPD basis set) of a 8-piece molecular cluster, C39H100N8O9 overall at a distorted geometry.

The geometry in XYZ format:
```
156
Properties=species:S:1:pos:R:3:forces:R:3
C -15.5893 -19.6689 13.9026 0.93 0.53 0.76
C -15.2468 -19.3006 15.3910 -2.22 1.18 -0.57
C -15.4060 -17.7546 15.6315 -0.90 -1.00 0.10
O -15.4557 -17.4279 17.0079 1.14 0.09 0.63
C -15.7054 -16.0434 17.2139 -1.05 -0.40 -0.32
N -16.1881 -20.0706 16.2101 0.66 -0.33 0.80
H -16.4199 -19.1609 13.4125 -0.04 0.41 0.54
H -15.8661 -20.7232 13.9015 0.54 -0.09 -0.21
H -14.6849 -19.4261 13.3447 -0.08 -0.49 -0.46
H -14.1991 -19.5409 15.5714 -0.16 -0.49 0.33
H -16.4093 -17.4645 15.3194 -0.08 0.03 -1.01
H -14.6328 -17.2162 15.0835 0.08 0.25 0.00
H -16.5971 -15.7792 16.6455 -0.12 0.23 -0.55
H -14.9041 -15.3733 16.9024 0.17 -0.17 0.24
H -16.0676 -15.8631 18.2260 0.72 -0.18 0.30
H -16.1882 -19.7973 17.1824 0.41 0.05 0.13
H -17.1650 -19.9848 15.9685 0.02 0.55 -0.82
C -15.7985 -10.2028 17.7418 1.96 0.87 -2.36
C -16.9517 -11.1024 17.7489 -1.62 -0.66 0.89
C -17.0820 -12.3033 16.7874 0.92 0.80 0.60
O -15.8461 -12.9532 16.6308 0.60 0.42 -1.84
C -15.4859 -12.9056 15.2412 1.27 -0.30 1.05
N -17.0356 -11.6397 19.1020 -0.61 -0.62 0.03
H -14.8542 -10.7313 17.6115 0.13 -0.56 1.02
H -15.7606 -9.4874 18.5633 -0.15 -0.25 -0.03
H -15.6904 -9.6766 16.7933 -0.66 0.76 -0.10
H -17.8804 -10.5548 17.5885 -0.12 0.41 -0.04
H -17.5298 -11.9240 15.8689 0.06 -0.49 -0.36
H -17.6474 -13.1106 17.2529 -1.12 0.48 -0.12
H -14.4909 -13.3475 15.1877 -0.21 -0.61 -0.23
H -15.2715 -11.8943 14.8957 -0.69 0.35 -0.05
H -16.2371 -13.4305 14.6511 0.18 0.07 -0.26
H -17.3958 -12.5396 18.8182 -0.17 -0.60 1.83
H -16.1058 -11.8024 19.4614 0.19 -0.12 0.05
C -12.3262 -15.2852 15.4545 0.79 -0.22 1.76
C -11.1023 -16.1157 14.9716 -1.56 0.79 -0.83
C -10.8811 -16.0239 13.4332 -0.82 -1.16 2.24
O -10.7234 -14.7105 13.1337 -0.45 2.69 -1.76
C -11.1743 -14.3698 11.7854 2.33 0.04 1.00
N -9.8836 -15.7361 15.6646 -0.08 -0.71 0.06
H -12.0508 -14.2678 15.7322 -0.44 0.59 -1.26
H -12.4613 -15.6025 16.4885 -0.02 -0.61 0.40
H -13.3182 -15.5251 15.0717 0.25 0.62 -0.80
H -11.5205 -17.0931 15.2122 1.22 -0.70 -0.05
H -11.8053 -16.3696 12.9701 0.11 -0.69 -0.29
H -9.9805 -16.6015 13.2251 -0.08 -0.34 -0.52
H -10.5514 -14.9611 11.1143 -0.65 -0.66 -0.40
H -10.7417 -13.3910 11.5782 -0.68 0.39 0.31
H -12.2509 -14.4293 11.6255 0.09 -0.16 0.14
H -9.6863 -14.7605 15.4935 -0.01 0.15 -0.18
H -10.0045 -15.8365 16.6623 0.04 -0.04 0.15
C -18.1163 -24.8035 11.6933 0.59 -0.93 -1.55
C -17.4454 -23.9705 10.5417 -0.64 -2.97 0.67
C -17.9793 -24.2971 9.0643 -1.14 1.63 1.92
O -16.9938 -24.9496 8.3442 -0.63 -0.76 -0.14
C -17.3796 -25.3602 7.0225 1.35 0.93 0.24
N -17.5345 -22.6217 10.9804 0.00 1.71 -1.49
H -17.6299 -24.7541 12.6675 0.11 0.58 -0.08
H -17.9946 -25.8445 11.3940 -0.31 -0.30 0.10
H -19.1814 -24.5920 11.7881 0.07 0.18 -0.02
H -16.4218 -24.3160 10.3966 0.38 -0.07 0.43
H -18.2975 -23.3236 8.6913 0.61 0.63 -0.78
H -18.9469 -24.7933 8.9895 -0.01 -0.82 0.60
H -18.3229 -25.8539 6.7889 -0.28 -0.27 1.08
H -16.5414 -26.0136 6.7804 -0.25 0.11 -0.68
H -17.4021 -24.4369 6.4437 0.25 -0.09 -0.57
H -16.8810 -22.4112 11.7212 0.01 -0.38 0.40
H -17.1499 -22.1078 10.2006 -0.13 0.86 -0.13
C -16.3228 -17.2276 23.0577 0.99 2.37 -0.74
C -17.0278 -18.2893 22.3069 0.79 -0.99 -0.06
C -16.2783 -19.6491 22.0456 0.76 1.81 -0.87
O -15.0946 -19.5150 21.2053 -0.49 -0.64 0.32
C -15.1627 -19.0978 19.7919 -0.46 -0.40 2.48
N -18.2129 -18.5380 23.0462 -1.84 -1.37 -0.39
H -15.7700 -17.4543 23.9694 -0.35 -0.33 -0.02
H -17.0564 -16.4313 23.1835 -0.57 -0.22 1.03
H -15.6953 -16.5797 22.4457 0.95 -0.69 -0.38
H -17.3263 -17.8953 21.3354 0.08 0.19 -0.32
H -16.9947 -20.3617 21.6367 -0.06 -0.16 -0.25
H -15.9492 -20.0069 23.0211 0.29 -0.16 -0.12
H -15.7276 -19.7908 19.1683 -0.09 -0.09 0.13
H -14.1103 -19.1251 19.5094 -0.28 0.50 -0.24
H -15.6417 -18.1211 19.8613 0.36 0.22 -0.96
H -18.3143 -18.3042 24.0235 0.56 -0.03 -0.20
H -18.5048 -19.4808 22.8314 -0.59 -0.04 0.57
C -19.8199 -16.3501 19.2439 0.68 1.28 0.54
C -19.6240 -15.3244 20.3673 0.23 -0.92 1.20
C -20.3900 -15.9006 21.6305 0.09 2.62 0.03
O -20.0520 -15.2170 22.9061 0.38 -3.15 -0.87
C -20.4429 -13.9315 23.2300 0.45 0.44 -0.73
N -18.1941 -14.9971 20.6072 -0.79 0.16 -0.95
H -19.3777 -15.8082 18.4080 0.52 -0.91 -0.42
H -20.8713 -16.4423 18.9714 -0.03 -0.43 0.40
H -19.3334 -17.2610 19.5927 -0.12 -0.21 -0.81
H -20.0993 -14.4565 19.9102 -0.05 0.57 0.89
H -20.2542 -16.9759 21.7459 0.60 0.21 0.40
H -21.4353 -15.7662 21.3524 -0.43 0.12 0.44
H -19.6456 -13.4962 23.8325 0.27 0.10 -0.13
H -21.3098 -13.8661 23.8875 -0.58 -0.14 -0.48
H -20.4955 -13.3976 22.2812 -0.60 0.79 0.28
H -18.0622 -14.3061 21.3320 -0.17 -0.12 0.08
H -17.5616 -15.7696 20.7596 -0.35 -0.26 0.13
C -19.0992 -19.0195 13.0706 -0.29 -0.38 1.01
O -18.7371 -19.9169 14.1230 -0.04 -0.98 -0.76
C -18.8247 -21.3414 13.7993 -0.54 0.03 1.23
C -19.5074 -22.0650 15.0131 2.16 1.68 0.65
N -18.3890 -22.4626 15.9147 -1.11 -1.82 1.21
C -18.7816 -22.9123 17.3030 0.05 1.08 -0.52
C -19.2476 -21.7443 18.2434 -0.13 -2.17 0.02
O -18.2132 -20.8855 18.5313 1.80 0.46 -0.66
C -18.6200 -19.7614 19.2479 -1.14 -0.12 -0.69
H -20.1879 -18.9805 13.0359 -0.17 0.11 -0.33
H -18.7084 -19.2963 12.0915 0.19 -0.05 0.01
H -18.7362 -18.0448 13.3969 0.08 0.05 -0.28
H -17.8024 -21.7178 13.7632 0.00 -0.07 -0.28
H -19.3332 -21.5799 12.8651 0.00 0.49 -0.10
H -20.1712 -22.8932 14.7648 0.23 -0.01 0.03
H -20.0014 -21.2495 15.5414 -1.02 -0.09 -0.30
H -17.6892 -21.7478 16.0542 0.03 0.17 -0.38
H -17.9445 -23.4781 17.7121 0.29 0.48 0.22
H -19.5671 -23.6680 17.3072 -0.36 0.18 -0.50
H -19.5614 -22.1290 19.2137 -0.40 -0.66 0.17
H -20.1494 -21.2943 17.8281 0.05 0.63 -0.35
H -19.1286 -20.0610 20.1642 0.29 0.07 0.60
H -19.4173 -19.3331 18.6406 -0.04 0.82 0.04
H -17.7941 -19.0647 19.3911 -0.16 -0.22 0.04
C -17.3161 -17.3947 7.3465 0.61 1.90 0.49
C -16.9320 -17.7436 8.8293 0.20 -0.39 -1.75
C -17.1199 -19.3168 8.9528 -0.67 1.59 -0.32
C -16.1530 -20.2788 8.1992 1.41 1.04 0.90
C -14.7855 -19.5091 7.8839 -1.44 1.38 0.39
C -14.4477 -18.3676 8.9647 -0.10 -0.53 -0.82
N -15.5182 -17.3461 9.0223 -0.28 -1.41 -2.05
O -15.3130 -16.2502 9.8206 0.31 0.30 1.46
C -14.2463 -19.0678 10.2865 1.12 -0.08 0.76
C -13.0651 -17.7653 8.5229 -0.27 0.38 0.35
C -17.9392 -17.0054 9.7464 0.28 -0.80 -0.34
H -16.9979 -16.3570 7.2463 0.52 0.24 -0.11
H -18.3661 -17.2070 7.1221 -0.36 -1.14 0.09
H -16.7535 -17.9206 6.5751 -0.39 -0.36 0.15
H -17.1967 -19.4831 10.0273 0.14 -0.63 -0.01
H -18.1243 -19.3625 8.5320 -0.16 -0.68 0.21
H -16.5383 -20.7683 7.3047 -0.26 0.55 -0.14
H -16.0181 -21.1158 8.8843 0.55 -0.03 0.02
H -14.9251 -18.9796 6.9414 -0.16 0.07 -0.13
H -13.8795 -20.0853 7.6959 -0.23 -0.46 0.51
H -13.6836 -18.3853 10.9235 -0.17 -0.01 0.42
H -15.1128 -19.4375 10.8348 -0.23 0.28 -0.34
H -13.5888 -19.9234 10.1322 0.10 -0.15 0.04
H -12.6394 -17.0029 9.1753 -0.28 -0.26 0.89
H -12.3385 -18.5770 8.4872 0.02 0.04 -0.13
H -13.0146 -17.1801 7.6046 -0.67 -0.64 -0.62
H -18.9155 -17.4382 9.5281 -0.03 -0.57 0.48
H -18.1699 -15.9613 9.5348 0.94 0.20 -0.08
H -17.6154 -17.1449 10.7778 -0.41 0.15 0.11
H -14.8670 -15.5775 9.3007 -0.05 0.02 -0.42
```
Positions in Å, forces in eV/Å.

**E_LUMO**: 0.40 eV
**Max |F|**: 3.29 eV Å⁻¹
**Structure (SMILES)**: CC1(C)CCCC(C)(C)N1O.COC[C@H](C)N.COC[C@H](C)N.COC[C@H](C)N.COC[C@H](C)N.COC[C@H](C)N.COC[C@H](C)N.COCCNCCOC
**Calculated total energy**: -72401.0681 eV
**Frontier orbital gap**: 0.3062 Ha
**2S+1**: 1

The following is a DFT calculation (ωB97M-V with the def2-TZVPD basis set) of a 7-piece molecular cluster, C9H32O7 overall at a distorted geometry.

The geometry in XYZ format:
```
48
Properties=species:S:1:pos:R:3:forces:R:3
C -1.5985 0.2799 2.5233 0.54 -0.34 0.34
O -2.1102 1.4726 3.0077 -0.91 1.16 0.18
H -2.3383 -0.4761 2.7868 0.37 -0.27 -0.38
H -1.3475 0.3436 1.4645 -0.41 -0.34 -0.35
H -0.6442 0.0919 3.0152 0.11 -0.59 0.17
H -1.4900 2.1616 2.7584 0.21 0.34 0.19
C -0.1080 -4.5379 1.0300 -0.16 1.18 1.04
C -0.3137 -3.1402 1.7153 0.03 -0.80 -0.88
O -1.6945 -2.8981 2.0307 0.89 -0.14 0.10
H 0.9447 -4.6687 0.7793 0.04 -0.04 -0.04
H -0.7091 -4.5707 0.1214 -0.02 -0.18 0.09
H -0.4030 -5.3098 1.7408 -0.09 -0.16 -0.25
H 0.0867 -2.4031 1.0193 -0.28 0.31 -0.05
H 0.3033 -3.0186 2.6056 -0.26 -0.27 0.23
H -2.0439 -2.4023 1.2865 -0.02 -0.10 -0.01
C -1.7646 2.1970 -4.2663 -0.43 -0.76 1.25
C -1.6838 0.7139 -3.7719 0.37 2.48 -0.79
O -0.3231 0.5395 -3.3461 -0.75 -0.99 -0.40
H -0.8703 2.4718 -4.8254 -0.20 -0.32 -0.39
H -1.7398 2.8481 -3.3924 -0.36 0.20 -0.09
H -2.6856 2.2868 -4.8423 0.12 0.56 -0.04
H -2.0637 0.1996 -4.6547 0.73 -1.15 0.18
H -2.3462 0.5000 -2.9331 0.14 0.12 0.03
H 0.2000 0.3913 -4.1373 0.25 0.01 0.05
C 4.2860 -0.6596 0.6721 -0.70 -0.46 0.48
C 2.8859 -1.3593 0.6994 0.03 1.43 0.62
O 1.9542 -0.3710 1.2205 0.73 -0.40 -0.26
H 4.5932 -0.5353 1.7105 0.07 0.01 0.05
H 4.2185 0.3503 0.2675 -0.26 -0.13 -0.21
H 5.0942 -1.1833 0.1615 -0.24 -0.28 -0.11
H 2.8228 -2.1741 1.4207 0.56 -0.30 -0.14
H 2.5446 -1.7357 -0.2649 0.13 0.15 -0.18
H 1.1684 -0.3893 0.6694 -0.29 0.07 -0.26
C 1.3279 3.9221 0.4185 -0.29 0.42 0.26
C 0.0460 3.2358 0.9303 1.54 0.37 -1.35
O -0.0421 3.2766 2.3480 -0.36 -0.17 -0.66
H 2.2504 3.6315 0.9211 -0.19 -0.52 -0.01
H 1.2659 4.9983 0.5795 -0.11 0.20 -0.10
H 1.4119 3.7498 -0.6546 0.14 0.01 -0.03
H 0.0759 2.2399 0.4884 -0.21 -0.46 0.97
H -0.7767 3.7305 0.4140 -0.43 0.12 0.38
H -0.2951 4.1855 2.5256 0.01 0.11 0.46
O -0.0836 -0.3077 -0.7452 0.25 0.09 0.49
H -0.7749 -0.9214 -0.9937 -0.35 -0.23 0.22
H -0.1251 0.3818 -1.4079 0.24 0.12 -0.42
O -2.1487 -2.3195 -0.7146 0.09 0.22 -0.15
H -3.0894 -2.1723 -0.8123 -0.37 0.09 0.01
H -1.8667 -2.6458 -1.5691 0.12 -0.34 -0.25
```
Positions in Å, forces in eV/Å.

**E_LUMO**: -0.06 eV
**Max |F|**: 2.63 eV Å⁻¹
**Structure (SMILES)**: CCO.CCO.CCO.CCO.CO.O.O
**Calculated total energy**: -24182.4582 eV
**Frontier orbital gap**: 0.3282 Ha
**2S+1**: 1
**Energy above the lowest of the compared OMol25 structures with the same formula, charge and spin**: 265.6 kJ/mol

Number 1 is which compound? C39H100N8O9

Among the records above, which one has the lowest E_LUMO? C9H32O7

Which of these has the highest max |F|? C39H100N8O9